C35H53CrNOP2Sb | the ωB97M-V functional and the def2-TZVPD basis

Net charge: +1
DFT total energy, eV: -94218.6500
LUMO level (spin up / spin down), eV: -2.2002 / -3.9159
M, g mol⁻¹: 739.5
Orbital gap (spin up / spin down), eV: 6.406 / 6.344
<S²>: 6.047
Multiplicity: 5

Positions of all 94 atoms, in Å:
1 Cr 0.69 -0.39 -1.55
2 P -1.26 -0.16 -2.58
3 P 2.62 -1.21 -0.80
4 N 0.58 -2.39 -2.60
5 C -1.81 -1.93 -2.98
6 H -2.81 -2.13 -2.55
7 H -1.89 -2.05 -4.07
8 C -0.78 -2.93 -2.41
9 H -0.94 -3.07 -1.33
10 H -0.89 -3.92 -2.91
11 C 1.71 -3.32 -2.32
12 H 2.47 -3.15 -3.10
13 H 1.37 -4.37 -2.41
14 C 2.32 -3.06 -0.94
15 H 3.22 -3.67 -0.79
16 H 1.59 -3.31 -0.15
17 C 3.22 -0.94 0.96
18 C 2.12 -0.38 1.89
19 H 1.41 -1.16 2.21
20 H 1.56 0.43 1.40
21 H 2.59 0.05 2.80
22 C 4.17 -0.94 -1.84
23 C 4.51 0.56 -1.89
24 H 4.72 0.87 -2.92
25 H 5.41 0.78 -1.28
26 H 3.67 1.16 -1.50
27 C -1.40 0.68 -4.26
28 C -1.60 2.19 -4.08
29 H -1.30 2.76 -4.98
30 H -0.99 2.54 -3.22
31 H -2.66 2.42 -3.89
32 C -2.74 0.45 -1.58
33 C -2.50 1.83 -0.96
34 H -3.21 1.99 -0.12
35 H -2.66 2.65 -1.69
36 H -1.48 1.92 -0.57
37 C 0.96 1.31 -1.18
38 C 5.38 -1.80 -1.47
39 H 5.24 -2.30 -0.49
40 H 5.59 -2.58 -2.22
41 H 6.28 -1.17 -1.38
42 C -2.57 0.07 -5.05
43 H -3.16 0.87 -5.54
44 H -2.19 -0.61 -5.83
45 H -3.25 -0.51 -4.40
46 C -4.08 0.37 -2.33
47 H -4.91 0.68 -1.67
48 H -4.09 1.04 -3.21
49 H -4.30 -0.66 -2.69
50 C 4.45 -0.01 0.95
51 H 4.25 0.95 0.46
52 H 4.77 0.21 1.99
53 H 5.28 -0.50 0.43
54 H 3.52 -1.93 1.34
55 H -2.75 -0.28 -0.75
56 H 3.82 -1.23 -2.85
57 H -0.45 0.49 -4.80
58 O 1.17 2.45 -1.00
59 H 0.67 -2.07 -3.57
60 H 1.53 0.05 -2.94
61 C 1.43 2.27 5.38
62 C 0.66 1.12 5.56
63 C 0.00 0.52 4.47
64 C 0.09 1.08 3.19
65 C 0.89 2.24 3.04
66 C 1.55 2.83 4.11
67 Sb -0.87 0.27 1.31
68 C -1.50 -1.56 2.23
69 C -1.02 -2.79 1.78
70 C -1.42 -3.97 2.41
71 C -2.30 -3.93 3.49
72 C -2.79 -2.70 3.94
73 C -2.40 -1.53 3.31
74 C -1.80 2.27 1.81
75 C -2.92 2.33 2.66
76 C -3.51 3.56 2.99
77 C -2.99 4.74 2.47
78 C -1.89 4.71 1.62
79 C -1.29 3.49 1.30
80 H 1.95 2.72 6.21
81 H 0.59 0.68 6.54
82 H -0.57 -0.37 4.65
83 H 1.03 2.69 2.06
84 H 2.16 3.71 3.96
85 H -0.33 -2.82 0.95
86 H -1.03 -4.92 2.06
87 H -2.60 -4.84 3.99
88 H -3.47 -2.66 4.79
89 H -2.77 -0.59 3.68
90 H -3.34 1.43 3.07
91 H -4.37 3.59 3.64
92 H -3.45 5.69 2.71
93 H -1.49 5.63 1.21
94 H -0.44 3.50 0.64

Löwdin atomic charge list, values in e, 4 entries:
1 Cr 0.04
2 P 0.98
3 P 0.98
4 N -0.18

***

C35H53MnN3O3Se2 | the ωB97M-V functional and the def2-TZVPD basis

Net charge: +2
DFT total energy, eV: -209767.9966
LUMO level (spin up / spin down), eV: -6.6737 / -8.3154
M, g mol⁻¹: 776.7
Orbital gap (spin up / spin down), eV: 6.345 / 4.800
<S²>: 3.891
Multiplicity: 4

Positions of all 97 atoms, in Å:
1 Mn 11.12 14.39 8.22
2 C 9.76 19.71 13.61
3 C 11.02 19.56 12.75
4 C 11.13 20.78 11.83
5 C 12.26 19.51 13.65
6 C 10.92 18.27 11.97
7 C 10.94 18.23 10.58
8 C 10.86 17.02 9.92
9 Se 10.93 16.94 7.97
10 C 12.86 17.02 7.87
11 C 13.54 18.21 7.89
12 C 14.94 18.21 7.86
13 C 15.58 16.97 7.76
14 C 14.92 15.75 7.72
15 C 13.51 15.77 7.79
16 O 12.74 14.69 7.84
17 C 15.66 14.43 7.60
18 C 17.18 14.61 7.56
19 C 15.21 13.75 6.30
20 C 15.31 13.54 8.81
21 C 15.75 19.48 7.94
22 C 16.65 19.40 9.18
23 C 14.87 20.73 8.06
24 C 16.62 19.62 6.68
25 C 10.71 15.80 10.61
26 O 10.62 14.68 9.92
27 C 10.70 15.82 12.03
28 C 10.81 17.05 12.65
29 C 10.64 14.50 12.79
30 C 9.37 13.74 12.39
31 C 10.62 14.71 14.30
32 C 11.88 13.67 12.43
33 H 9.78 20.67 14.15
34 H 9.66 18.90 14.35
35 H 8.85 19.69 12.98
36 H 11.19 21.69 12.45
37 H 10.25 20.88 11.17
38 H 12.04 20.74 11.21
39 H 12.37 20.46 14.19
40 H 13.17 19.35 13.05
41 H 12.19 18.70 14.40
42 H 11.02 19.14 9.99
43 H 12.98 19.14 7.93
44 H 16.67 16.97 7.71
45 H 17.49 15.21 6.68
46 H 17.66 13.63 7.48
47 H 17.55 15.09 8.48
48 H 15.45 14.38 5.43
49 H 14.13 13.55 6.30
50 H 15.74 12.79 6.17
51 H 15.62 14.04 9.74
52 H 15.86 12.59 8.74
53 H 14.24 13.33 8.86
54 H 16.04 19.24 10.09
55 H 17.22 20.34 9.30
56 H 17.38 18.57 9.11
57 H 14.25 20.70 8.97
58 H 14.22 20.86 7.17
59 H 15.52 21.62 8.13
60 H 17.35 18.80 6.59
61 H 17.18 20.57 6.72
62 H 16.00 19.63 5.77
63 H 10.81 17.07 13.74
64 H 8.48 14.37 12.50
65 H 9.25 12.85 13.04
66 H 9.44 13.39 11.34
67 H 9.74 15.28 14.62
68 H 11.53 15.22 14.66
69 H 10.57 13.73 14.81
70 H 11.94 13.49 11.35
71 H 11.84 12.69 12.93
72 H 12.80 14.18 12.75
73 C 6.90 15.24 6.98
74 C 7.90 14.60 7.89
75 N 7.48 14.09 9.04
76 O 9.11 14.57 7.58
77 H 5.87 15.04 7.31
78 H 7.05 14.88 5.96
79 H 7.07 16.33 6.97
80 H 6.50 14.08 9.29
81 H 8.15 13.69 9.68
82 C 11.70 10.07 10.23
83 N 11.40 9.53 8.94
84 C 11.51 8.21 8.59
85 C 11.15 8.09 7.29
86 N 10.81 9.34 6.84
87 C 10.37 9.69 5.52
88 C 10.98 10.22 7.86
89 Se 10.43 12.03 7.81
90 H 11.86 9.24 10.93
91 H 10.87 10.69 10.58
92 H 12.61 10.68 10.19
93 H 11.85 7.46 9.30
94 H 11.10 7.22 6.65
95 H 10.24 8.77 4.92
96 H 11.12 10.33 5.03
97 H 9.42 10.23 5.57

Löwdin atomic charge list, values in e, 4 entries:
1 Mn 0.55
2 C -0.03
3 C -0.56
4 C -0.05

***

C35H53O3Si4 | the ωB97M-V functional and the def2-TZVPD basis

Net charge: +1
DFT total energy, eV: -74803.4811
LUMO level, eV: -5.4979
M, g mol⁻¹: 634.2
Orbital gap, eV: 4.590
Multiplicity: 1

Positions of all 95 atoms, in Å:
1 C 4.73 -0.43 -2.92
2 Si 3.43 -0.53 -1.58
3 C 4.34 -0.45 0.06
4 C 2.41 1.02 -1.68
5 Si 2.11 -2.42 -1.78
6 Si 1.14 -2.47 -3.90
7 C 2.37 -2.46 -5.30
8 C 0.13 -4.02 -4.16
9 C 0.04 -1.00 -4.19
10 Si 3.46 -4.29 -1.51
11 C 4.75 -4.43 -2.86
12 C 4.37 -4.30 0.11
13 C 2.44 -5.85 -1.55
14 O 1.02 -2.41 -0.50
15 C -0.36 -2.36 -0.68
16 C -0.99 -1.19 -0.85
17 C -2.46 -1.04 -1.09
18 C -3.27 -2.33 -0.86
19 C -2.49 -3.57 -1.34
20 C -1.11 -3.66 -0.65
21 H 5.34 0.47 -2.80
22 H 5.38 -1.30 -2.87
23 H 4.25 -0.40 -3.89
24 H 4.88 0.48 0.15
25 H 3.62 -0.54 0.87
26 H 5.05 -1.27 0.12
27 H 3.03 1.91 -1.57
28 H 1.91 1.07 -2.64
29 H 1.66 1.01 -0.89
30 H 1.86 -2.48 -6.25
31 H 2.98 -1.56 -5.25
32 H 3.02 -3.33 -5.23
33 H -0.45 -3.95 -5.08
34 H 0.80 -4.88 -4.23
35 H -0.54 -4.17 -3.33
36 H -0.44 -1.05 -5.16
37 H -0.72 -0.95 -3.42
38 H 0.64 -0.09 -4.15
39 H 5.36 -5.32 -2.72
40 H 4.27 -4.49 -3.83
41 H 5.39 -3.56 -2.84
42 H 4.92 -5.23 0.25
43 H 5.07 -3.47 0.15
44 H 3.65 -4.19 0.93
45 H 3.07 -6.73 -1.41
46 H 1.70 -5.81 -0.76
47 H 1.93 -5.94 -2.51
48 H -0.38 -0.30 -0.81
49 H -2.85 -0.23 -0.45
50 H -2.62 -0.69 -2.12
51 H -3.51 -2.44 0.20
52 H -4.24 -2.27 -1.37
53 H -3.07 -4.49 -1.16
54 H -2.36 -3.51 -2.42
55 H -0.49 -4.44 -1.09
56 H -1.24 -3.95 0.40
57 C -5.33 1.29 8.36
58 O -4.16 0.51 8.19
59 C -3.41 0.82 7.06
60 C -2.27 0.05 6.79
61 C -1.50 0.26 5.68
62 C -1.84 1.27 4.74
63 C -1.07 1.40 3.56
64 C -1.35 2.15 2.39
65 C -0.36 2.25 1.38
66 C -0.56 3.03 0.27
67 C -1.74 3.77 0.11
68 O -1.90 4.67 -0.98
69 C -1.54 6.03 -0.76
70 C -0.31 6.51 -1.23
71 C 0.09 7.80 -0.96
72 C -0.74 8.64 -0.24
73 C -1.96 8.19 0.21
74 C -2.36 6.90 -0.05
75 C -2.76 3.62 1.06
76 C -2.57 2.82 2.16
77 C -2.94 2.10 5.07
78 C -3.72 1.86 6.17
79 H -5.81 1.00 9.29
80 H -5.07 2.35 8.42
81 H -6.02 1.11 7.53
82 H -2.00 -0.72 7.50
83 H -0.63 -0.35 5.49
84 H -0.15 0.83 3.53
85 H 0.56 1.71 1.51
86 H 0.20 3.11 -0.48
87 H 0.33 5.84 -1.77
88 H 1.05 8.14 -1.29
89 H -0.41 9.64 -0.01
90 H -2.60 8.85 0.78
91 H -3.31 6.55 0.30
92 H -3.68 4.15 0.93
93 H -3.41 2.65 2.81
94 H -3.11 2.99 4.51
95 H -4.56 2.50 6.35

Löwdin atomic charge list, values in e, 4 entries:
1 C -0.19
2 Si 0.39
3 C -0.21
4 C -0.21

***

C35H55BF12NO18S | the ωB97M-V functional and the def2-TZVPD basis

Net charge: -1
DFT total energy, eV: -119658.1916
LUMO level, eV: 1.9288
M, g mol⁻¹: 1048.7
Orbital gap, eV: 7.533
Relative energy (zero: lowest compared OMol25 entry of this formula, charge and spin), eV: 0.000
Multiplicity: 1

Positions of all 123 atoms, in Å:
1 C 0.01 -0.99 -2.42
2 C 0.07 -1.93 -1.18
3 O 1.28 -2.68 -1.25
4 C 0.04 -1.09 0.11
5 B -0.57 -1.79 1.46
6 C -2.19 -1.58 1.39
7 N -3.01 -2.44 2.29
8 C -0.03 -0.95 2.77
9 F -0.81 -1.14 3.89
10 F -0.20 0.40 2.48
11 C 1.41 -1.12 3.18
12 C 2.44 -0.35 2.64
13 C 3.78 -0.53 3.02
14 C 4.11 -1.50 3.96
15 C 3.08 -2.27 4.53
16 C 3.44 -3.29 5.56
17 F 3.68 -2.73 6.76
18 F 2.51 -4.21 5.75
19 F 4.57 -3.95 5.23
20 C 1.74 -2.09 4.15
21 S -0.04 -3.62 1.75
22 O 1.35 -3.87 1.44
23 O -0.45 -4.05 3.07
24 C -0.94 -4.80 0.60
25 F -0.21 -4.96 -0.51
26 F -2.15 -4.32 0.21
27 C -1.17 -6.22 1.21
28 F -0.14 -6.60 1.95
29 F -1.24 -7.08 0.17
30 C -2.50 -6.41 1.98
31 F -2.40 -7.52 2.71
32 F -2.79 -5.43 2.77
33 F -3.50 -6.59 1.13
34 H 0.33 0.00 -2.13
35 H 0.73 -1.35 -3.15
36 H -0.99 -0.96 -2.86
37 H -0.77 -2.60 -1.25
38 H 1.99 -2.03 -1.23
39 H 1.04 -0.66 0.23
40 H -0.63 -0.25 -0.09
41 H -2.53 -1.74 0.37
42 H -2.38 -0.52 1.60
43 H -3.29 -1.93 3.11
44 H -3.86 -2.70 1.81
45 H 2.20 0.41 1.91
46 H 4.54 0.07 2.57
47 H 5.14 -1.65 4.25
48 H 0.99 -2.71 4.60
49 C 0.99 3.27 -8.64
50 C 1.64 2.73 -7.39
51 O 0.68 2.15 -6.50
52 C 0.21 0.95 -6.85
53 O 0.55 0.32 -7.82
54 O -0.68 0.58 -5.93
55 C -1.29 -0.69 -6.19
56 H 0.20 3.97 -8.39
57 H 1.73 3.78 -9.26
58 H 0.55 2.46 -9.23
59 H 2.10 3.55 -6.83
60 H 2.42 2.01 -7.62
61 H -0.55 -1.47 -6.33
62 H -1.93 -0.62 -7.07
63 H -1.90 -0.92 -5.32
64 C 6.09 -4.21 -6.12
65 C 4.73 -4.68 -6.58
66 O 4.08 -5.50 -5.61
67 C 3.54 -4.83 -4.57
68 O 3.55 -3.63 -4.44
69 O 3.00 -5.71 -3.75
70 C 2.41 -5.14 -2.56
71 H 6.71 -5.06 -5.83
72 H 6.59 -3.66 -6.92
73 H 6.00 -3.55 -5.25
74 H 4.83 -5.32 -7.46
75 H 4.09 -3.84 -6.85
76 H 1.70 -4.36 -2.80
77 H 3.19 -4.74 -1.92
78 H 1.91 -5.95 -2.04
79 C 3.20 9.62 -5.75
80 C 3.83 9.02 -4.52
81 O 2.86 8.45 -3.64
82 C 2.37 7.26 -4.01
83 O 2.69 6.64 -4.99
84 O 1.46 6.88 -3.12
85 C 0.80 5.66 -3.44
86 H 2.44 10.35 -5.47
87 H 3.96 10.12 -6.36
88 H 2.73 8.85 -6.36
89 H 4.32 9.79 -3.93
90 H 4.58 8.27 -4.77
91 H 1.52 4.86 -3.62
92 H 0.17 5.79 -4.31
93 H 0.18 5.40 -2.58
94 C -6.65 -1.18 8.46
95 C -6.38 -0.03 7.51
96 O -5.06 0.50 7.68
97 C -4.08 -0.23 7.14
98 O -4.23 -1.26 6.53
99 O -2.92 0.38 7.39
100 C -1.76 -0.32 6.91
101 H -6.47 -0.88 9.49
102 H -7.69 -1.50 8.36
103 H -6.01 -2.03 8.24
104 H -7.05 0.81 7.73
105 H -6.53 -0.32 6.47
106 H -1.85 -0.55 5.85
107 H -1.61 -1.24 7.48
108 H -0.92 0.34 7.07
109 C -5.35 5.09 3.62
110 C -4.15 5.65 2.88
111 O -2.93 5.43 3.59
112 C -2.44 4.18 3.52
113 O -2.93 3.28 2.89
114 O -1.33 4.13 4.24
115 C -0.72 2.83 4.30
116 H -5.39 5.49 4.63
117 H -6.27 5.34 3.09
118 H -5.28 4.00 3.69
119 H -4.24 6.73 2.80
120 H -4.07 5.24 1.87
121 H -0.53 2.44 3.31
122 H -1.35 2.15 4.86
123 H 0.23 2.97 4.82

Löwdin atomic charge list, values in e, 4 entries:
1 C -0.03
2 C -0.42
3 O -0.07
4 C -0.09

***

> Among the records above, which one has the highest net charge?

C35H53MnN3O3Se2